No. 1
ORCA calculation (ωB97M-V/def2-TZVPD) on one molecule with the formula C5H12N2 in a non-equilibrium geometry.

## Properties
Kohn-Sham gap in eV: 9.48
LUMO level in hartree: 0.0321
ΔE to the lowest compared entry with this formula, charge and spin in kJ/mol: 240.3
SMILES: [H]/N=C\NCCCC

Geometry as ORCA input:
```
! RIJCOSX wB97M-V def2-TZVPD def2/J DEFGRID3
* xyz 0 1
H -3.158 -0.683 0.443
N -2.907 -0.894 -0.554
C -1.792 -0.345 -0.801
N -1.384 0.819 -0.193
C -0.030 1.504 -0.423
C 0.908 0.316 -0.960
C 1.024 -0.920 0.044
C 1.331 -0.527 1.553
H -1.173 -0.836 -1.538
H -1.794 1.300 0.640
H -0.234 2.169 -1.251
H 0.528 1.789 0.519
H 1.948 0.573 -1.079
H 0.495 0.002 -1.985
H 1.767 -1.485 -0.232
H 0.120 -1.555 -0.014
H 0.439 -0.074 2.047
H 2.200 0.193 1.519
H 1.712 -1.346 2.266
*
```

No. 2
ORCA calculation (ωB97M-V/def2-TZVPD) on one molecule with the formula C5H7NO in a non-equilibrium geometry.

## Properties
Kohn-Sham gap in eV: 11.14
LUMO level in hartree: 0.0257
ΔE to the lowest compared entry with this formula, charge and spin in kJ/mol: 136.3
SMILES: C[C@H](C#N)CC=O

Geometry as ORCA input:
```
! RIJCOSX wB97M-V def2-TZVPD def2/J DEFGRID3
* xyz 0 1
C 1.034 1.464 0.404
C 0.233 0.320 -0.283
C -0.474 0.716 -1.503
N -0.861 0.791 -2.591
C -0.606 -0.518 0.687
C -0.666 -1.915 0.101
O -0.175 -2.178 -0.973
H 1.366 2.226 -0.307
H 1.921 1.084 0.922
H 0.443 2.001 1.165
H 0.729 -0.542 -0.835
H -0.130 -0.553 1.679
H -1.638 -0.190 0.863
H -1.176 -2.704 0.671
*
```

No. 3
ORCA calculation (ωB97M-V/def2-TZVPD) on a 10-piece molecular cluster, H20O10 overall in a non-equilibrium geometry.

## Properties
Kohn-Sham gap in eV: 9.85
LUMO level in hartree: -0.0129
ΔE to the lowest compared entry with this formula, charge and spin in kJ/mol: 430.7
SMILES: O.O.O.O.O.O.O.O.O.O

Geometry as ORCA input:
```
! RIJCOSX wB97M-V def2-TZVPD def2/J DEFGRID3
* xyz 0 1
O 17.591 45.499 17.153
H 17.374 45.538 16.251
H 17.957 46.503 17.299
O 13.521 44.604 14.954
H 13.879 44.810 15.789
H 13.591 43.651 14.701
O 15.374 43.735 17.336
H 16.331 43.841 17.231
H 15.246 42.888 16.840
O 13.794 41.983 13.929
H 14.124 41.641 14.695
H 14.739 41.927 13.406
O 17.728 42.232 15.205
H 18.043 42.299 16.185
H 18.218 42.784 14.463
O 14.994 41.084 16.480
H 15.843 40.888 16.875
H 14.293 40.445 17.030
O 15.228 46.559 18.401
H 14.723 45.650 18.344
H 16.142 46.103 18.335
O 18.882 42.718 17.948
H 18.679 43.692 18.084
H 18.509 42.265 18.708
O 15.398 42.677 19.967
H 14.936 43.073 19.178
H 15.214 41.810 20.089
O 16.458 45.264 14.700
H 16.715 45.925 14.099
H 16.374 44.342 14.460
*
```

No. 4
ORCA calculation (ωB97M-V/def2-TZVPD) on C20H23N5PtS as an isolated structure.

## Properties
Kohn-Sham gap (spin up / spin down) in eV: 4.74 / 4.70
LUMO level (spin up / spin down) in hartree: -0.6259 / -0.6273

Geometry as ORCA input:
```
! RIJCOSX wB97M-V def2-TZVPD def2/J DEFGRID3
* xyz 4 1
Pt 0.104 -1.141 0.109
C -4.172 -1.711 -0.402
C -4.590 -1.670 0.917
C -3.644 -1.494 1.933
C -2.319 -1.350 1.598
N -1.926 -1.350 0.287
C -2.827 -1.531 -0.686
C -1.217 -1.280 2.580
C -1.280 -1.387 3.955
C -0.093 -1.400 4.688
C 1.153 -1.343 4.061
C 1.207 -1.237 2.686
N 0.019 -1.194 2.028
C 2.393 -1.267 1.804
C 3.689 -1.354 2.250
C 4.723 -1.486 1.316
C 4.420 -1.541 -0.034
C 3.097 -1.421 -0.430
N 2.111 -1.282 0.464
H -4.871 -1.884 -1.211
H -5.637 -1.794 1.167
H -3.954 -1.499 2.970
H -2.451 -1.562 -1.701
H -2.235 -1.477 4.456
H -0.138 -1.488 5.768
H 2.063 -1.400 4.643
H 3.910 -1.344 3.309
H 5.750 -1.562 1.653
H 5.192 -1.678 -0.781
H 2.811 -1.462 -1.475
C 3.066 2.810 -2.743
C 2.423 1.456 -2.486
N 0.994 1.468 -2.899
C -0.102 1.418 -2.178
S 0.082 1.170 -0.393
N -1.302 1.639 -2.671
C -2.600 1.845 -1.986
C -3.077 3.276 -2.162
H 4.095 2.788 -2.388
H 2.540 3.609 -2.219
H 3.094 3.038 -3.808
H 2.466 1.185 -1.430
H 2.906 0.667 -3.064
H 0.864 1.723 -3.877
H -1.335 1.872 -3.663
H -2.466 1.589 -0.933
H -3.301 1.133 -2.423
H -2.344 3.990 -1.785
H -4.005 3.414 -1.608
H -3.288 3.498 -3.208
*
```

No. 5
ORCA calculation (ωB97M-V/def2-TZVPD) on C6H13AgO3 as an isolated structure in a non-equilibrium geometry.

## Properties
Kohn-Sham gap (spin up / spin down) in eV: 8.48 / 8.97
LUMO level (spin up / spin down) in hartree: -0.1459 / -0.1798
ΔE to the lowest compared entry with this formula, charge and spin in kJ/mol: 259.5
⟨S²⟩: 0.76

Geometry as ORCA input:
```
! RIJCOSX wB97M-V def2-TZVPD def2/J DEFGRID3
* xyz 1 2
C 2.923 1.351 -0.008
O 1.759 0.635 -0.390
C 1.573 -0.647 0.224
C 0.350 -1.245 -0.433
O -0.280 -2.206 0.368
C -1.631 -2.252 -0.063
C -2.136 -0.827 0.108
O -0.974 -0.023 -0.100
H 2.856 2.339 -0.476
H 2.948 1.456 1.085
H 3.813 0.816 -0.369
H 1.415 -0.510 1.305
H 2.463 -1.247 -0.011
H 0.680 -1.830 -1.312
H -2.174 -2.934 0.600
H -1.710 -2.537 -1.124
H -2.375 -0.594 1.153
H -2.979 -0.592 -0.551
Ag 0.020 1.161 -1.326
C -1.499 2.188 0.181
H -1.220 2.095 1.242
H -1.260 3.249 0.004
H -2.561 2.153 -0.108
*
```

No. 6
ORCA calculation (ωB97M-V/def2-TZVPD) on one molecule with the formula C6H4O in a non-equilibrium geometry.

## Properties
Kohn-Sham gap in eV: 8.48
LUMO level in hartree: -0.0495
ΔE to the lowest compared entry with this formula, charge and spin in kJ/mol: 500.0

Geometry as ORCA input:
```
! RIJCOSX wB97M-V def2-TZVPD def2/J DEFGRID3
* xyz 0 1
C -1.835 0.628 -0.047
C -0.536 -1.724 -1.650
C 0.079 -0.984 -0.827
C 0.440 -0.080 0.098
O -0.500 0.735 0.561
C 1.820 -0.035 0.562
C 2.997 -0.166 0.815
H -1.815 1.122 -1.034
H -2.443 1.151 0.691
H -2.251 -0.388 -0.233
H 4.045 -0.258 1.063
*
```

No. 7
ORCA calculation (ωB97M-V/def2-TZVPD) on a 3-piece molecular cluster, C18H45O12P3 overall in a non-equilibrium geometry.

## Properties
Kohn-Sham gap (spin up / spin down) in eV: 9.66 / 2.29
LUMO level (spin up / spin down) in hartree: -0.0902 / -0.3612
ΔE to the lowest compared entry with this formula, charge and spin in kJ/mol: 0.0
⟨S²⟩: 0.76

Geometry as ORCA input:
```
! RIJCOSX wB97M-V def2-TZVPD def2/J DEFGRID3
* xyz 1 2
C 5.844 -1.825 1.788
C 5.657 -0.419 2.344
O 4.624 0.030 1.460
P 3.222 0.784 1.997
O 3.131 1.203 3.426
O 2.092 -0.338 1.696
C 1.537 -1.126 2.774
C 0.491 -0.324 3.550
O 2.945 1.878 0.813
C 1.618 2.429 0.599
C 1.302 3.591 1.443
H 5.885 -1.706 0.705
H 6.794 -2.312 2.013
H 5.004 -2.458 2.073
H 5.407 -0.479 3.404
H 6.509 0.259 2.316
H 0.945 -2.010 2.536
H 2.310 -1.399 3.492
H -0.540 -0.379 3.200
H 0.619 -0.693 4.567
H 0.654 0.752 3.481
H 1.470 2.708 -0.444
H 0.912 1.603 0.683
H 1.730 4.510 1.044
H 0.218 3.513 1.526
H 1.670 3.447 2.459
C -7.180 2.333 2.279
C -6.255 2.328 1.034
O -5.077 3.072 1.335
P -3.607 2.809 0.652
O -3.180 3.877 -0.259
O -2.678 2.517 1.965
C -2.351 3.558 2.862
C -1.768 2.868 4.147
O -3.751 1.246 0.062
C -3.804 0.974 -1.373
C -2.456 0.995 -2.105
H -6.613 1.751 3.006
H -7.378 3.341 2.644
H -8.062 1.783 1.950
H -6.127 1.268 0.814
H -6.795 2.822 0.227
H -1.547 4.083 2.347
H -3.173 4.199 3.180
H -1.701 3.554 4.991
H -2.353 2.013 4.488
H -0.779 2.466 3.927
H -4.277 -0.007 -1.332
H -4.497 1.647 -1.878
H -2.069 2.001 -1.944
H -1.803 0.254 -1.643
H -2.531 0.781 -3.171
C 2.083 -5.696 -2.540
C 0.637 -5.124 -2.544
O 0.837 -3.959 -3.221
P 0.601 -2.466 -2.594
O -0.305 -2.425 -1.397
O 2.109 -1.906 -2.270
C 2.467 -0.897 -1.323
C 3.607 -0.132 -2.138
O 0.154 -1.685 -3.968
C -0.921 -2.125 -4.811
C -0.539 -2.305 -6.287
H 2.580 -5.426 -3.472
H 2.663 -5.224 -1.746
H 2.101 -6.784 -2.480
H -0.194 -5.616 -3.050
H 0.243 -4.910 -1.550
H 1.555 -0.327 -1.144
H 2.915 -1.240 -0.390
H 3.797 0.826 -1.654
H 4.571 -0.638 -2.086
H 3.340 -0.143 -3.195
H -1.360 -3.090 -4.557
H -1.796 -1.490 -4.669
H 0.317 -1.729 -6.640
H -0.346 -3.351 -6.528
H -1.353 -1.910 -6.895
*
```

No. 8
ORCA calculation (ωB97M-V/def2-TZVPD) on C21H18N4O3S as an isolated structure in a non-equilibrium geometry.

## Properties
Kohn-Sham gap in eV: 8.62
LUMO level in hartree: -0.0111
ΔE to the lowest compared entry with this formula, charge and spin in kJ/mol: 0.0

Geometry as ORCA input:
```
! RIJCOSX wB97M-V def2-TZVPD def2/J DEFGRID3
* xyz 0 1
O 3.706 -4.228 -0.001
O 2.600 3.021 2.663
N -0.134 2.737 -0.199
N 0.499 4.984 -0.469
O 2.993 -2.159 0.738
S -0.925 4.897 -1.340
C 2.808 -3.451 0.301
C 2.144 2.644 1.599
C -1.102 3.208 -0.916
C 0.744 3.796 0.028
C -4.677 0.941 -1.989
C -4.636 2.354 -2.082
C -3.522 0.305 -1.548
C -0.637 -4.931 -0.362
C -1.375 -3.786 -0.008
C -3.460 3.056 -1.759
C -2.366 1.025 -1.163
C 0.771 -4.928 -0.319
C -0.713 -2.618 0.416
C -2.309 2.401 -1.297
C 1.423 -3.741 0.127
C 0.689 -2.645 0.475
N 1.917 3.680 0.720
N 2.103 1.286 1.310
C 2.371 0.781 -0.028
C 2.205 0.335 2.398
C 1.534 -0.453 -0.278
C 1.403 -0.954 2.129
C 1.691 -1.542 0.783
H -5.597 0.402 -2.237
H -5.494 2.897 -2.491
H -3.485 -0.772 -1.434
H -1.109 -5.861 -0.679
H -2.494 -3.858 -0.031
H -3.450 4.120 -1.891
H -1.447 0.499 -0.827
H 1.391 -5.789 -0.569
H -1.290 -1.718 0.681
H 2.255 4.549 1.074
H 2.271 1.498 -0.854
H 3.389 0.447 -0.077
H 3.266 0.143 2.559
H 1.823 0.786 3.337
H 0.514 -0.109 -0.272
H 1.760 -0.824 -1.292
H 1.617 -1.703 2.919
H 0.336 -0.717 2.158
*
```